C23H52N2O5S2Sb | ωB97M-V with the def2-TZVPD basis set

Structure (ORCA input):
```
! RIJCOSX wB97M-V def2-TZVPD def2/J DEFGRID3
* xyz -1 1
C -2.645 4.076 4.874
C -1.656 2.834 5.076
C -1.214 2.116 3.684
Sb 0.893 2.666 3.124
C 0.333 4.692 2.476
C -0.390 4.880 1.085
C -1.876 4.318 0.957
C -2.725 4.929 -0.251
S -4.379 4.021 -0.313
C -4.123 2.215 -0.454
N -4.244 1.359 -1.578
N -3.961 0.045 -1.353
C -3.622 0.027 0.044
O -3.734 1.298 0.597
C 0.744 1.761 1.125
C 2.250 1.751 0.501
C 2.385 0.759 -0.751
C 1.240 0.977 -1.858
C 3.785 1.141 -1.488
C 1.692 0.831 4.096
S 1.360 -0.760 3.307
O 2.176 -1.040 2.049
O -0.074 -1.067 2.975
H -2.375 4.773 4.022
H -2.566 4.710 5.836
H -3.715 3.696 4.844
H -0.755 3.091 5.734
H -2.252 2.052 5.680
H -1.282 0.990 3.926
H -1.957 2.291 2.842
H 2.579 3.102 2.765
H 1.136 3.416 4.726
H -0.347 5.153 3.289
H 1.264 5.375 2.476
H 0.278 4.491 0.230
H -0.464 6.018 0.881
H -1.817 3.184 0.770
H -2.513 4.432 1.898
H -2.211 4.863 -1.259
H -3.006 6.005 0.012
H -3.333 -0.968 0.491
H 0.122 2.315 0.351
H 0.315 0.691 1.097
H 2.552 2.827 0.221
H 2.930 1.382 1.341
H 2.392 -0.342 -0.476
H 0.301 0.415 -1.521
H 0.966 2.094 -1.862
H 1.577 0.692 -2.909
H 4.591 1.080 -0.674
H 3.646 2.212 -1.858
H 3.997 0.406 -2.341
H 1.274 0.783 5.171
H 2.832 0.922 4.244
H 1.769 -1.769 4.207
C -4.931 -5.318 -0.830
C -3.716 -6.220 -0.957
O -2.745 -5.740 -1.878
C -2.180 -4.467 -1.587
C -1.462 -4.413 -0.254
H -5.406 -5.177 -1.804
H -5.659 -5.757 -0.143
H -4.667 -4.329 -0.450
H -4.038 -7.196 -1.330
H -3.253 -6.401 0.019
H -2.944 -3.686 -1.653
H -1.459 -4.259 -2.382
H -2.140 -4.601 0.582
H -1.012 -3.428 -0.105
H -0.673 -5.169 -0.209
C 5.089 -2.506 -5.837
C 5.046 -2.688 -4.330
O 3.814 -2.295 -3.744
C 2.656 -2.987 -4.188
C 2.704 -4.482 -3.931
H 4.888 -1.465 -6.102
H 6.071 -2.785 -6.226
H 4.342 -3.122 -6.343
H 5.817 -2.061 -3.876
H 5.285 -3.721 -4.049
H 2.469 -2.773 -5.246
H 1.812 -2.563 -3.636
H 3.524 -4.963 -4.470
H 1.772 -4.954 -4.252
H 2.851 -4.683 -2.867
*
```

- lowest unoccupied orbital energy (Eh) = 0.0866
- Kohn-Sham gap (eV) = 6.76
- calculated total energy (hartree) = -2429.51818
- strongest force on any atom (eV/Å) = 6.4


C23H53BBrN2O10P2S | ωB97M-V with the def2-TZVPD basis set

Structure (ORCA input):
```
! RIJCOSX wB97M-V def2-TZVPD def2/J DEFGRID3
* xyz 1 1
C -1.092 -5.538 -0.876
C -1.941 -4.500 -1.618
S -0.935 -3.085 -2.141
C -2.004 -1.651 -1.855
C -1.409 -0.551 -0.929
B -0.748 0.539 -1.964
C 0.738 0.959 -2.108
O -1.666 1.188 -2.767
C -2.469 0.334 -0.291
O -3.507 0.918 -0.780
C -4.375 0.372 -1.786
C -5.445 -0.509 -1.163
C -6.466 0.351 -0.405
O -4.854 -1.453 -0.279
N -2.163 0.699 0.937
P -3.139 1.723 1.928
O -2.543 1.983 3.230
O -3.439 2.965 1.011
O -4.528 0.966 2.028
C -0.882 0.143 1.425
P 0.362 1.385 1.964
C 1.208 2.342 0.662
C 1.519 0.650 3.159
C -0.660 -0.977 0.359
Br -1.935 -2.443 1.153
C 0.710 -1.676 0.418
C 1.693 -1.634 -0.762
N 2.834 -0.720 -0.488
H -1.563 -5.792 0.070
H -0.998 -6.458 -1.445
H -0.088 -5.177 -0.669
H -2.404 -4.933 -2.500
H -2.737 -4.145 -0.970
H -2.230 -1.233 -2.831
H -2.949 -2.012 -1.460
H 0.774 2.024 -2.335
H 1.150 0.454 -2.991
H 1.381 0.734 -1.273
H -1.601 0.930 -3.689
H -3.837 -0.077 -2.611
H -4.895 1.227 -2.212
H -5.978 -0.996 -1.980
H -7.271 0.668 -1.063
H -5.996 1.259 -0.026
H -6.849 -0.181 0.459
H -4.971 -2.333 -0.636
H -3.956 3.586 1.544
H -4.505 0.380 2.796
H -1.088 -0.401 2.342
H 2.038 1.804 0.207
H 0.515 2.675 -0.103
H 1.618 3.220 1.154
H 2.231 1.440 3.388
H 2.043 -0.254 2.860
H 0.955 0.473 4.072
H 1.248 -1.240 1.258
H 0.563 -2.713 0.687
H 1.246 -1.436 -1.728
H 2.099 -2.642 -0.845
H 3.668 -1.283 -0.369
H 3.023 -0.192 -1.332
C -1.360 4.612 -2.340
O -1.953 5.773 -1.801
C -1.722 5.921 -0.408
C -0.610 6.903 -0.118
O 0.643 6.419 -0.575
C 1.066 7.006 -1.794
H -1.432 4.674 -3.425
H -0.304 4.535 -2.061
H -1.892 3.713 -2.003
H -1.489 4.952 0.048
H -2.650 6.291 0.038
H -0.534 7.038 0.965
H -0.837 7.875 -0.565
H 1.374 8.044 -1.636
H 0.279 6.975 -2.552
H 1.923 6.438 -2.151
C 7.401 -5.597 2.372
O 6.958 -4.548 3.216
C 6.979 -3.274 2.598
C 5.595 -2.840 2.171
O 5.081 -3.662 1.129
C 4.151 -4.624 1.592
H 7.169 -6.536 2.870
H 6.897 -5.575 1.402
H 8.483 -5.538 2.218
H 7.658 -3.269 1.740
H 7.358 -2.559 3.334
H 5.651 -1.819 1.779
H 4.918 -2.838 3.030
H 3.200 -4.146 1.861
H 4.533 -5.172 2.455
H 3.973 -5.327 0.780
*
```

- lowest unoccupied orbital energy (Eh) = -0.1152
- Kohn-Sham gap (eV) = 7.08
- calculated total energy (hartree) = -5449.61406
- strongest force on any atom (eV/Å) = 2.5


C23H53BGaN4O6 | ωB97M-V with the def2-TZVPD basis set

Structure (ORCA input):
```
! RIJCOSX wB97M-V def2-TZVPD def2/J DEFGRID3
* xyz -1 3
C -4.562 2.176 0.662
N -5.801 1.323 0.377
C -5.402 0.530 -0.884
Ga -4.952 -1.398 -0.170
C -4.000 -2.398 -1.753
C -3.251 -3.737 -1.174
O -3.062 -3.590 0.300
C -1.810 -4.087 -1.882
N -0.983 -2.883 -2.274
O -6.609 -2.177 0.334
B -6.489 -3.632 0.588
O -7.010 -4.543 -0.452
O -5.808 -4.045 1.841
H -4.444 2.899 -0.277
H -3.616 1.461 0.694
H -4.635 2.796 1.652
H -5.893 0.638 1.183
H -6.348 0.383 -1.586
H -4.490 1.032 -1.428
H -3.963 -1.234 1.086
H -3.290 -1.600 -2.237
H -4.771 -2.706 -2.604
H -3.962 -4.668 -1.402
H -2.140 -3.882 0.560
H -1.131 -4.759 -1.166
H -2.001 -4.773 -2.840
H 0.050 -3.072 -2.231
H -1.237 -2.524 -3.230
H -6.557 -4.253 -1.321
H -5.633 -3.171 2.342
C 0.605 7.256 2.137
C -0.656 6.410 1.802
C -1.695 6.582 2.943
C -1.298 5.852 4.224
C -0.993 4.383 3.951
C 0.021 4.153 2.797
N -0.286 4.971 1.577
O -1.369 4.354 0.921
C 1.459 4.472 3.278
C 0.074 2.618 2.499
C -1.203 7.083 0.502
H 0.457 8.313 1.889
H 0.865 7.249 3.196
H 1.475 6.918 1.562
H -2.677 6.212 2.618
H -1.833 7.647 3.170
H -0.434 6.333 4.694
H -2.115 5.923 4.951
H -0.623 3.918 4.874
H -1.940 3.877 3.718
H 2.174 4.413 2.449
H 1.792 3.752 4.039
H 1.562 5.449 3.748
H -0.913 2.200 2.266
H 0.441 2.061 3.371
H 0.746 2.400 1.661
H -0.471 7.014 -0.312
H -1.412 8.147 0.668
H -2.144 6.644 0.153
C 6.226 -2.850 -0.720
C 4.881 -3.632 -0.717
C 5.128 -5.060 -1.273
C 5.367 -5.077 -2.782
C 4.243 -4.364 -3.527
C 3.936 -2.940 -2.989
N 3.832 -2.889 -1.494
O 2.581 -3.432 -1.142
C 5.025 -1.944 -3.462
C 2.642 -2.424 -3.704
C 4.527 -3.727 0.802
H 6.847 -3.117 0.143
H 6.848 -3.060 -1.590
H 6.057 -1.769 -0.663
H 4.271 -5.708 -1.047
H 5.992 -5.517 -0.772
H 6.330 -4.620 -3.028
H 5.429 -6.116 -3.128
H 4.497 -4.317 -4.594
H 3.341 -4.989 -3.460
H 4.878 -0.956 -3.009
H 4.989 -1.804 -4.551
H 6.042 -2.268 -3.250
H 1.791 -3.102 -3.576
H 2.800 -2.337 -4.787
H 2.352 -1.434 -3.331
H 4.387 -2.728 1.234
H 5.330 -4.220 1.364
H 3.621 -4.312 0.998
*
```

- lowest unoccupied orbital energy (spin up / spin down) (Eh) = 0.0729 / 0.0391
- Kohn-Sham gap (spin up / spin down) (eV) = 5.63 / 4.71
- calculated total energy (hartree) = -3528.13541
- strongest force on any atom (eV/Å) = 5.0


Which value of calculated total energy does entry 1 give? -2429.51818 hartree


Among the records above, which one has the lowest strongest force on any atom? C23H53BBrN2O10P2S


Copy entry 1 word for word.
C23H52N2O5S2Sb | ωB97M-V with the def2-TZVPD basis set

Structure (ORCA input):
```
! RIJCOSX wB97M-V def2-TZVPD def2/J DEFGRID3
* xyz -1 1
C -2.645 4.076 4.874
C -1.656 2.834 5.076
C -1.214 2.116 3.684
Sb 0.893 2.666 3.124
C 0.333 4.692 2.476
C -0.390 4.880 1.085
C -1.876 4.318 0.957
C -2.725 4.929 -0.251
S -4.379 4.021 -0.313
C -4.123 2.215 -0.454
N -4.244 1.359 -1.578
N -3.961 0.045 -1.353
C -3.622 0.027 0.044
O -3.734 1.298 0.597
C 0.744 1.761 1.125
C 2.250 1.751 0.501
C 2.385 0.759 -0.751
C 1.240 0.977 -1.858
C 3.785 1.141 -1.488
C 1.692 0.831 4.096
S 1.360 -0.760 3.307
O 2.176 -1.040 2.049
O -0.074 -1.067 2.975
H -2.375 4.773 4.022
H -2.566 4.710 5.836
H -3.715 3.696 4.844
H -0.755 3.091 5.734
H -2.252 2.052 5.680
H -1.282 0.990 3.926
H -1.957 2.291 2.842
H 2.579 3.102 2.765
H 1.136 3.416 4.726
H -0.347 5.153 3.289
H 1.264 5.375 2.476
H 0.278 4.491 0.230
H -0.464 6.018 0.881
H -1.817 3.184 0.770
H -2.513 4.432 1.898
H -2.211 4.863 -1.259
H -3.006 6.005 0.012
H -3.333 -0.968 0.491
H 0.122 2.315 0.351
H 0.315 0.691 1.097
H 2.552 2.827 0.221
H 2.930 1.382 1.341
H 2.392 -0.342 -0.476
H 0.301 0.415 -1.521
H 0.966 2.094 -1.862
H 1.577 0.692 -2.909
H 4.591 1.080 -0.674
H 3.646 2.212 -1.858
H 3.997 0.406 -2.341
H 1.274 0.783 5.171
H 2.832 0.922 4.244
H 1.769 -1.769 4.207
C -4.931 -5.318 -0.830
C -3.716 -6.220 -0.957
O -2.745 -5.740 -1.878
C -2.180 -4.467 -1.587
C -1.462 -4.413 -0.254
H -5.406 -5.177 -1.804
H -5.659 -5.757 -0.143
H -4.667 -4.329 -0.450
H -4.038 -7.196 -1.330
H -3.253 -6.401 0.019
H -2.944 -3.686 -1.653
H -1.459 -4.259 -2.382
H -2.140 -4.601 0.582
H -1.012 -3.428 -0.105
H -0.673 -5.169 -0.209
C 5.089 -2.506 -5.837
C 5.046 -2.688 -4.330
O 3.814 -2.295 -3.744
C 2.656 -2.987 -4.188
C 2.704 -4.482 -3.931
H 4.888 -1.465 -6.102
H 6.071 -2.785 -6.226
H 4.342 -3.122 -6.343
H 5.817 -2.061 -3.876
H 5.285 -3.721 -4.049
H 2.469 -2.773 -5.246
H 1.812 -2.563 -3.636
H 3.524 -4.963 -4.470
H 1.772 -4.954 -4.252
H 2.851 -4.683 -2.867
*
```

- lowest unoccupied orbital energy (Eh) = 0.0866
- Kohn-Sham gap (eV) = 6.76
- calculated total energy (hartree) = -2429.51818
- strongest force on any atom (eV/Å) = 6.4